Formula: C5H7NO
Source: the OMol25 dataset
Level of theory: ωB97M-V with the def2-TZVPD basis set

```
14
C5H7NO, DFT ωB97M-V with the def2-TZVPD basis set
C 1.260 -1.205 -1.589
C 0.237 -0.608 -1.365
C -0.978 0.137 -1.024
C -1.128 0.376 0.517
N -0.025 -0.129 1.308
C 1.159 0.555 1.296
O 1.287 1.696 0.906
H 2.178 -1.710 -1.803
H -1.854 -0.407 -1.402
H -0.954 1.102 -1.544
H -1.188 1.449 0.711
H -2.047 -0.088 0.886
H 0.054 -1.133 1.395
H 1.999 -0.036 1.708
```

The LUMO energy is 0.034 Eh. As for the structure (SMILES): C#CCCNC=O. For the gap between HOMO and LUMO, the calculation gives 10.75 eV. The total energy comes out at -324.6542 Ha. As for the energy above the lowest of the compared OMol25 structures with the same formula, charge and spin: 1.912 eV. As for the total charge: 0.